Entry 1:
One molecule with the formula C25H29N3O5S, computed with ωB97M-V with the def2-TZVPD basis set.

Properties
**HOMO-LUMO gap**: 9.11 eV
**SMILES string**: C[C@@H]1CN(C(=O)Cn2cc(S(=O)(=O)CC(=O)N(C)c3ccccc3)c3ccccc32)C[C@H](C)O1
**Net charge**: 0
**DFT total energy**: -1908.73639 hartree
**Relative energy (zero: lowest compared OMol25 entry of this formula, charge and spin)**: 28.97 kcal/mol
**LUMO energy**: 0.022 Eh

```
63
Properties=species:S:1:pos:R:3:forces:R:3
C 5.43571 -1.47070 -1.20910 -0.3 0.4 0.0
C 4.45546 -0.36430 -0.83962 0.2 -0.2 0.3
C 3.23341 -0.92077 -0.08294 0.2 0.1 0.1
N 2.21555 -1.30289 -1.03606 0.2 0.1 0.2
C 1.84594 -2.58932 -1.13283 -0.2 -0.1 -0.3
O 2.36902 -3.48340 -0.49352 0.0 -0.4 0.1
C 0.69134 -2.90432 -2.09851 0.4 -0.5 0.1
N -0.48628 -2.13574 -1.79722 -0.2 0.1 0.2
C -0.98585 -1.97157 -0.54532 -0.2 0.0 0.3
C -2.07949 -1.15392 -0.58233 -0.3 0.1 0.7
C -2.27724 -0.76935 -1.93692 0.2 -0.1 -0.4
C -3.21309 0.03587 -2.58201 0.1 0.0 -0.1
C -3.10247 0.19376 -3.94536 -0.1 0.1 0.0
C -2.08702 -0.43722 -4.66949 0.1 0.0 -0.1
C -1.15614 -1.24651 -4.05368 0.1 -0.1 0.0
C -1.25249 -1.41074 -2.67629 -0.7 0.5 -0.1
H -0.38918 -1.73872 -4.63325 0.1 0.0 -0.1
H -2.03630 -0.29188 -5.73807 0.0 0.0 -0.1
H -3.81372 0.81084 -4.47327 -0.1 0.1 0.0
H -4.00697 0.49795 -2.01625 -0.1 0.1 0.0
S -2.97273 -0.57380 0.81023 -0.2 0.1 -0.2
O -4.37158 -0.45504 0.50114 0.1 0.2 -0.3
O -2.60716 -1.35586 1.96104 0.4 -0.1 0.0
C -2.33411 1.13984 1.05745 -0.3 -1.0 -0.3
C -0.92600 0.94525 1.52798 0.4 0.3 -0.1
O -0.04167 0.63488 0.74038 0.1 0.1 -0.1
N -0.70401 1.08194 2.84680 0.0 0.1 0.4
C -1.68741 1.48760 3.79669 -0.3 0.1 0.2
C -2.55618 0.55834 4.35288 0.1 0.0 0.0
C -3.47540 0.96945 5.30278 0.0 0.0 0.0
C -3.52279 2.29459 5.70309 -0.1 0.0 0.0
C -2.65141 3.21791 5.14954 0.0 0.1 0.0
C -1.73060 2.81720 4.19755 0.0 -0.1 -0.1
H -1.04929 3.53042 3.75670 0.1 0.0 -0.1
H -2.68830 4.25197 5.45818 0.0 0.1 0.0
H -4.24028 2.60989 6.44559 -0.1 0.0 0.1
H -4.15654 0.25011 5.73087 -0.1 -0.1 0.0
H -2.52208 -0.46528 4.01404 0.0 -0.1 0.0
C 0.59659 0.76964 3.40035 0.3 -0.1 -0.1
H 0.51240 -0.05997 4.10420 0.0 0.0 0.0
H 1.00665 1.63851 3.91852 0.0 0.0 0.0
H 1.25205 0.48539 2.57964 0.0 0.0 0.1
H -2.99060 1.63364 1.76553 -0.2 -0.1 0.0
H -2.36953 1.60834 0.07864 0.1 0.1 0.0
H -0.54057 -2.44754 0.30581 0.2 -0.1 0.2
H 1.00052 -2.71076 -3.12800 -0.1 0.0 0.1
H 0.48619 -3.97639 -1.99531 0.1 0.2 -0.1
C 1.68704 -0.19446 -1.80347 0.0 0.4 -0.1
H 0.82113 0.23879 -1.29211 0.0 0.0 -0.2
H 1.39395 -0.53654 -2.79692 0.0 0.0 0.0
C 2.78522 0.88024 -1.95804 -0.3 0.1 -0.1
C 2.56832 1.69585 -3.22512 0.2 -0.2 0.4
H 3.30938 2.48748 -3.28715 0.0 0.1 0.0
H 1.57363 2.13236 -3.21855 -0.1 0.1 -0.1
H 2.67725 1.05543 -4.09615 0.0 -0.1 -0.1
O 4.05114 0.26329 -2.04690 0.0 0.0 -0.2
H 2.76404 1.55249 -1.08539 0.0 -0.1 -0.1
H 2.80594 -0.16756 0.58676 0.0 -0.1 0.0
H 3.51110 -1.80411 0.49241 0.0 0.2 0.0
H 4.95967 0.38332 -0.20150 -0.1 -0.1 -0.1
H 6.19975 -1.07209 -1.87056 0.1 0.0 -0.1
H 4.91052 -2.27174 -1.72237 -0.1 -0.1 -0.1
H 5.90560 -1.87005 -0.31517 0.1 -0.1 0.1
```
Forces are in eV/Å.

=====

Entry 2:
One molecule with the formula C25H29N3O6S, computed with ωB97M-V with the def2-TZVPD basis set.

Properties
**HOMO-LUMO gap**: 9.17 eV
**SMILES string**: CCC[C@H](C(=O)NCc1ccco1)N(C(=O)CNS(=O)(=O)c1ccccc1)c1ccc(OC)cc1
**Net charge**: 0
**DFT total energy**: -1983.96114 hartree
**Relative energy (zero: lowest compared OMol25 entry of this formula, charge and spin)**: 36.24 kcal/mol
**LUMO energy**: 0.020 Eh

```
64
Properties=species:S:1:pos:R:3:forces:R:3
C -3.30244 -4.27958 -1.22982 -0.1 0.1 0.2
C -3.75326 -3.33969 -0.11749 0.1 0.1 -0.2
C -3.33649 -1.88537 -0.34442 0.1 -0.1 0.3
H -3.64108 -1.57062 -1.34426 0.0 0.1 0.0
C -1.83236 -1.68921 -0.18823 -0.3 -0.2 0.0
N -1.39674 -0.37360 -0.66773 -0.3 -0.1 0.1
C -0.17404 -0.25670 -1.21136 0.1 0.0 -0.2
O 0.57735 -1.21370 -1.36073 -0.1 0.0 -0.1
C 0.23711 1.13702 -1.66135 -0.1 0.1 0.1
N 1.41363 1.11939 -2.48669 0.8 0.0 0.4
S 2.89823 1.17071 -1.71609 0.1 0.2 -0.5
O 2.73345 2.03229 -0.57962 -0.2 -0.3 0.2
O 3.84771 1.52800 -2.72735 -0.1 -0.4 -0.1
C 3.29210 -0.48561 -1.16264 0.0 0.6 -0.1
C 3.48541 -1.48010 -2.10003 0.1 -0.1 -0.1
C 3.77189 -2.76330 -1.66803 0.0 0.1 -0.1
C 3.86928 -3.03094 -0.31081 0.0 0.0 0.1
C 3.70017 -2.01691 0.61758 0.0 -0.1 0.0
C 3.41178 -0.73155 0.18768 -0.1 0.2 0.1
H 3.28911 0.08985 0.87427 0.0 0.1 0.2
H 3.79389 -2.22124 1.67366 0.0 0.0 0.1
H 4.08651 -4.03492 0.02312 0.0 -0.1 0.0
H 3.91757 -3.55527 -2.38695 0.0 -0.1 -0.1
H 3.41603 -1.24075 -3.14947 0.0 -0.1 -0.2
H 1.40138 0.40807 -3.20202 0.1 -0.1 -0.2
H -0.57971 1.63011 -2.19677 0.1 0.0 0.1
H 0.49063 1.73681 -0.78245 -0.3 0.0 0.0
C -2.20996 0.75784 -0.36817 -0.2 0.3 -0.1
C -3.10381 1.24308 -1.31016 0.2 -0.1 0.2
C -3.91043 2.33057 -1.02362 -0.2 0.3 0.0
C -3.83019 2.94533 0.22257 0.2 -0.2 0.0
C -2.92602 2.45253 1.16745 -0.2 0.2 -0.1
C -2.12331 1.37247 0.87625 -0.1 0.0 -0.1
H -1.43065 0.99608 1.61120 0.1 0.0 0.1
H -2.87607 2.93818 2.12849 0.0 0.1 0.1
O -4.57056 4.01191 0.61216 0.2 -0.1 0.2
C -5.50477 4.55656 -0.28988 -0.2 0.1 -0.2
H -6.27142 3.82523 -0.56427 0.0 0.0 0.0
H -5.01732 4.93257 -1.19485 0.0 0.0 0.0
H -5.97225 5.38636 0.23737 0.0 -0.1 -0.1
H -4.59606 2.68449 -1.77671 -0.1 0.1 0.0
H -3.17091 0.77051 -2.27908 0.0 -0.1 -0.1
H -1.28049 -2.42153 -0.78610 -0.1 0.1 0.1
C -1.39830 -1.81747 1.28078 0.1 -0.3 -0.5
O -2.16492 -1.73102 2.21574 -0.3 0.1 0.2
N -0.07112 -2.02464 1.41425 0.5 -0.2 0.2
H 0.51817 -1.98181 0.59157 -0.1 0.0 -0.1
C 0.56873 -1.91260 2.70453 -0.3 0.1 0.1
C 1.29844 -0.61152 2.84026 0.6 -0.4 0.6
C 2.34950 -0.23323 3.62086 -0.5 -0.3 -0.4
C 2.58998 1.13285 3.32522 -0.4 0.3 -0.3
C 1.66954 1.48223 2.38903 0.7 0.4 0.5
O 0.88044 0.43295 2.09056 -0.3 -0.3 -0.2
H 1.50213 2.39289 1.85087 -0.1 0.1 -0.1
H 3.34573 1.75985 3.75063 0.1 0.2 0.0
H 2.88228 -0.84516 4.31942 0.1 -0.2 0.1
H -0.23329 -1.97960 3.45038 0.2 -0.1 -0.1
H 1.26416 -2.74307 2.85714 -0.1 0.1 0.0
H -3.84229 -1.25448 0.38880 0.0 0.0 -0.1
H -3.35580 -3.67765 0.84012 -0.1 0.0 0.1
H -4.84251 -3.37235 -0.05129 0.0 0.0 0.1
H -3.69066 -5.27981 -1.05341 0.0 -0.1 -0.1
H -2.21868 -4.34613 -1.28214 0.1 -0.1 -0.1
H -3.67280 -3.93516 -2.19332 0.0 0.0 -0.1
```
Forces are in eV/Å.

=====

Entry 3:
C25H29N3PPt as an isolated structure, computed with ωB97M-V with the def2-TZVPD basis set.

Properties
**HOMO-LUMO gap**: 7.86 eV
**Net charge**: +1
**DFT total energy**: -1594.78617 hartree
**Relative energy (zero: lowest compared OMol25 entry of this formula, charge and spin)**: 0.00 kcal/mol
**LUMO energy**: -0.122 Eh

```
59
Properties=species:S:1:pos:R:3:forces:R:3
Pt 1.58175 -0.00055 0.12414 -0.2 -0.3 0.3
N 0.27784 0.59275 2.93389 0.0 -0.1 0.0
C -0.42797 -0.62966 3.13211 -0.1 0.2 0.0
C -0.68521 -1.09895 4.41694 0.1 -0.1 0.0
C -1.40254 -2.26434 4.62267 0.0 0.0 0.0
C -1.89660 -2.97274 3.53785 0.0 0.0 0.0
C -1.64431 -2.51800 2.25580 0.1 0.0 0.0
C -0.89410 -1.35919 2.02981 -0.1 -0.2 0.0
P -0.55749 -0.84061 0.31302 0.3 0.6 0.3
C -1.88185 0.33489 -0.08872 0.0 0.0 -0.1
C -2.67660 0.91220 0.89360 0.0 0.0 0.0
C -3.60850 1.88636 0.55258 0.0 0.0 0.0
C -3.75506 2.27738 -0.76862 0.0 0.0 0.0
C -2.97226 1.69075 -1.75787 0.0 0.0 0.0
C -2.03680 0.72830 -1.41921 0.0 0.0 0.0
C -0.92524 -2.29648 -0.69124 0.1 0.0 -0.1
C -2.21529 -2.56458 -1.14510 0.0 0.0 0.0
C -2.46628 -3.71832 -1.87293 0.0 0.0 0.0
C -1.43635 -4.60698 -2.14927 0.0 0.0 0.0
C -0.14891 -4.34289 -1.70249 0.0 0.0 0.0
C 0.10493 -3.18819 -0.97991 0.0 0.0 0.0
H -0.35072 1.38078 2.82745 0.0 0.0 -0.1
H 0.89769 0.79087 3.70818 -0.1 0.0 0.1
H -0.32512 -0.52563 5.26308 0.0 0.0 0.0
H -1.59196 -2.60872 5.63094 0.0 0.0 0.0
H -2.46945 -3.87776 3.68871 0.0 0.0 0.0
H -2.01640 -3.08563 1.41461 0.0 0.0 0.0
H -2.58556 0.59674 1.92647 0.0 0.0 0.0
H -4.22543 2.33044 1.32270 0.0 0.0 0.0
H -4.48317 3.03307 -1.03230 0.0 0.0 0.0
H -3.09121 1.98660 -2.79229 0.0 0.0 0.0
H -1.42213 0.27780 -2.19005 0.0 0.0 0.0
H -3.02187 -1.87436 -0.93273 0.0 0.0 0.0
H -3.46869 -3.92262 -2.22503 0.0 0.0 0.0
H -1.63637 -5.50512 -2.71837 0.0 0.0 0.0
H 0.65523 -5.03216 -1.92326 0.0 0.0 0.0
H 1.11336 -2.97659 -0.63996 0.0 0.0 0.0
C 1.21454 1.88965 -2.66595 0.0 0.0 0.0
C 1.48555 2.64740 -1.36783 0.0 0.0 0.0
C 0.79122 4.01456 -1.39767 0.0 0.0 0.0
C 0.98279 1.92490 -0.12461 -0.1 -0.1 -0.2
H 1.72583 2.36934 -3.50180 0.0 0.0 0.0
H 0.14619 1.88723 -2.89096 0.0 0.0 0.0
H 1.55029 0.85293 -2.60601 0.0 0.0 0.0
H 2.55786 2.82788 -1.29452 0.0 -0.1 0.0
H -0.28579 3.89080 -1.53551 0.0 0.0 0.0
H 1.17061 4.61596 -2.22523 0.0 0.0 0.0
H 0.95333 4.57321 -0.47405 0.0 0.0 0.0
H -0.10193 1.90249 -0.15786 -0.1 0.1 0.1
H 1.30325 2.41152 0.80125 0.1 0.0 0.0
N 4.43672 -0.30098 -0.59422 0.1 0.1 0.1
C 5.59435 0.27497 -0.94821 0.0 0.0 0.0
C 5.54066 1.58348 -0.52617 0.0 0.0 0.1
C 4.29527 1.70949 0.09200 0.0 0.0 0.4
N 3.62466 0.56201 0.05926 0.0 -0.2 -0.6
H 4.16571 -1.26161 -0.71423 0.0 0.0 -0.1
H 6.36275 -0.28055 -1.45892 0.0 0.0 0.0
H 6.30218 2.33520 -0.63199 0.0 0.0 0.0
H 3.87261 2.56126 0.59806 -0.1 0.0 -0.1
```
Forces are in eV/Å.

=====

Entry 4:
C25H29N5O2Pt as an isolated structure, computed with ωB97M-V with the def2-TZVPD basis set.

Properties
**<S²>**: 2.0207
**HOMO-LUMO gap (alpha / beta)**: 5.97 / 6.08 eV
**Net charge**: 0
**DFT total energy**: -1513.55264 hartree
**2S+1**: 3
**LUMO energy (alpha / beta)**: 0.010 / -0.047 Eh

```
62
Properties=species:S:1:pos:R:3:forces:R:3
Pt 0.54763 0.17775 0.41906 -0.2 -0.6 0.1
C -3.49326 -2.01600 0.29559 0.1 0.0 0.0
C -2.56165 -0.83113 0.21792 0.0 0.1 -0.1
O -1.35053 -1.08713 0.22917 0.1 0.1 0.2
C -3.10705 0.51455 0.14406 0.0 -0.1 0.0
C -4.50833 0.68423 0.18838 -0.1 0.1 0.0
C -5.09858 1.91840 0.14084 0.0 -0.2 0.0
C -4.27973 3.05320 0.05459 0.1 0.1 0.0
C -2.91906 2.93895 0.01503 -0.1 -0.1 0.0
C -2.27601 1.67100 0.04930 0.0 -0.1 -0.1
O -0.98786 1.67645 -0.03502 0.3 0.2 0.0
H -2.89562 -2.92396 0.30802 0.0 0.0 0.0
H -4.18102 -2.03704 -0.54825 0.0 0.0 0.0
H -4.08806 -1.96575 1.20714 0.0 0.0 0.1
H -5.13641 -0.19080 0.26548 0.0 0.0 0.0
H -6.17257 2.01825 0.17848 -0.1 0.0 0.0
H -4.72912 4.03792 0.02596 0.0 0.0 0.0
H -2.27845 3.80730 -0.03567 0.0 0.0 0.0
C -2.14770 0.02493 5.42827 0.0 0.0 0.0
C -0.81048 -0.17527 5.74813 0.0 0.0 0.0
C 0.17916 -0.09739 4.78467 -0.1 0.0 -0.1
C -0.16461 0.18204 3.45246 -0.1 -0.1 0.1
C -1.50707 0.39293 3.13960 0.0 0.1 0.0
C -2.48566 0.31581 4.11444 0.0 0.0 0.0
N 0.79921 0.27209 2.44753 0.2 0.1 -0.1
N 2.05713 0.26919 2.87703 0.1 0.0 0.1
C 2.94462 0.44570 1.85737 -0.2 -0.1 0.1
C 4.32666 0.48044 2.09219 -0.1 0.0 0.1
C 5.19853 0.69787 1.04514 0.1 0.0 0.0
C 4.72749 0.87989 -0.25089 -0.1 0.0 -0.1
C 3.35482 0.82791 -0.49917 0.0 0.0 0.1
C 2.46054 0.60042 0.53910 0.3 0.2 -0.3
H -2.90926 -0.03235 6.19416 0.0 0.0 0.0
H -0.52812 -0.39539 6.77033 0.0 0.0 0.0
H 1.21444 -0.25186 5.04131 0.0 0.0 0.0
H -1.77832 0.66228 2.13282 0.0 0.0 0.1
H -3.51636 0.50211 3.83964 0.0 0.0 0.0
H 4.68793 0.34348 3.10202 0.0 0.0 0.0
H 6.26383 0.73740 1.23885 0.0 0.0 0.0
H 5.42172 1.07007 -1.05927 0.0 0.0 0.0
H 2.98465 0.98505 -1.50382 0.0 0.0 0.0
C 3.04273 -1.97261 -2.92094 0.1 0.0 0.0
N 1.72383 -1.78033 -2.33399 0.0 0.0 0.0
C 1.55943 -2.48422 -1.07427 0.0 0.0 0.1
C 1.05105 -0.61731 -2.57497 0.2 0.1 0.0
N 0.52869 0.10897 -1.63514 -0.5 0.0 0.0
N 0.98531 -0.22053 -3.88400 0.1 0.0 0.1
C 0.57481 1.12849 -4.20703 0.0 0.1 0.0
C 0.84662 -1.18379 -4.95963 0.0 -0.1 0.0
H 3.81778 -1.64398 -2.21962 0.0 0.0 0.0
H 3.14700 -1.40908 -3.84243 0.0 0.0 0.0
H 3.19228 -3.03179 -3.13620 0.0 0.0 0.0
H 1.82287 -3.52870 -1.24631 0.0 0.0 0.0
H 0.52556 -2.43105 -0.74515 0.0 0.0 0.0
H 2.21433 -2.08349 -0.29026 0.0 -0.1 -0.1
H -0.12972 0.81306 -1.95263 0.1 -0.1 0.0
H 1.01962 1.83702 -3.50894 0.0 0.0 0.0
H -0.51547 1.25018 -4.19037 0.0 0.0 0.0
H 0.92940 1.36786 -5.20857 0.0 0.0 0.0
H 0.86849 -2.19431 -4.55855 0.0 0.0 0.0
H 1.64816 -1.07456 -5.69468 0.0 0.0 0.0
H -0.11021 -1.03337 -5.46834 0.0 0.0 0.0
```
Forces are in eV/Å.

=====

Q: Look up the net charge of the fourth one.
A: 0